{"formula": "C6H10FNO", "method": "the ωB97M-V functional and the def2-TZVPD basis", "elements": ["C", "C", "C", "C", "C", "C", "N", "O", "F", "H", "H", "H", "H", "H", "H", "H", "H", "H", "H"], "xyz": [[-0.3772, 1.8765, -0.6182], [0.8219, 1.0351, -0.1722], [-0.8425, -0.4992, -0.8974], [0.2257, -0.2636, 0.2009], [1.1840, -1.4534, 0.1261], [-0.4591, -0.2811, 1.5639], [-1.1866, 0.9386, -1.2376], [-0.3012, 3.0812, -0.6235], [-2.4649, 1.1578, -1.6466], [1.5520, 0.7838, -0.9897], [1.2392, 1.7157, 0.5854], [-0.2974, -0.8690, -1.7691], [-1.6806, -1.0929, -0.6825], [0.8264, -2.0563, 0.9452], [2.2193, -1.2580, 0.5084], [1.3993, -1.9960, -0.8443], [-1.1538, -1.1468, 1.4862], [-1.0251, 0.5733, 1.7685], [0.3205, -0.2457, 2.2965]], "forces_ev_per_angstrom": [[1.7, -0.2, -1.7], [0.2, 0.9, -0.5], [1.9, 3.1, -1.2], [-0.5, -1.8, -0.2], [1.9, -0.4, 0.8], [0.1, -1.1, -1.3], [0.4, -1.0, 1.0], [-1.6, -0.1, 0.0], [-0.4, 0.4, -0.1], [-0.6, 1.1, 0.5], [0.5, -0.9, 0.1], [-0.4, -0.3, -0.1], [-1.2, -0.6, 0.5], [-0.1, -1.4, -0.4], [-0.7, 0.6, -0.3], [-1.0, 0.7, 1.0], [0.7, 0.3, 1.1], [-1.1, 1.5, 0.0], [0.2, -0.8, 0.8]], "energy_ha": -464.379926, "lumo_ev": 0.7, "total_charge": 0, "gap_ev": 10.4, "smiles": "CC1(C)CC(=O)N(F)C1", "homo_ev": -9.789, "relative_energy_kcal_mol": 16.5, "fmax_ev_per_a": 3.8}



{"formula": "C6H10I2NO", "method": "the ωB97M-V functional and the def2-TZVPD basis", "elements": ["C", "C", "C", "C", "C", "C", "N", "O", "I", "I", "H", "H", "H", "H", "H", "H", "H", "H", "H", "H"], "xyz": [[0.6074, -0.6190, 0.5875], [0.1392, 0.9077, 0.7254], [0.1368, -1.5274, 1.4322], [-0.8428, 0.1500, -1.3535], [0.3622, -2.9234, 1.3320], [0.0069, 2.5110, -1.1287], [-0.6156, 1.3769, -0.4919], [1.5171, -0.8405, -0.3278], [0.8862, -0.4812, -2.3754], [-2.5570, 0.4456, -2.6052], [-0.4217, 0.8086, 1.6091], [0.8447, 1.7325, 0.8126], [-0.3838, -1.2849, 2.2841], [1.2168, -3.2421, 2.0057], [0.7092, -3.2867, 0.3784], [-0.5714, -3.6248, 1.4399], [0.4447, 3.1148, -0.4150], [0.8590, 2.2177, -1.6757], [-0.6805, 2.9969, -1.9685], [-1.6575, 1.5684, -0.2653]], "forces_ev_per_angstrom": [[0.0, 3.6, -1.0], [1.4, -1.4, -0.3], [0.0, -0.1, -1.0], [-0.2, 0.0, -1.1], [0.2, -4.4, -0.1], [-1.9, 1.2, -3.5], [-3.1, -1.8, 0.2], [0.9, -0.8, 0.2], [-0.8, 0.1, 0.0], [0.5, -0.2, 0.5], [-1.4, 0.8, 0.8], [0.8, -0.9, 0.6], [-1.3, 1.3, 1.7], [-1.3, 0.1, -0.2], [0.4, 0.5, -0.7], [1.6, 1.6, 0.7], [0.0, 2.0, 1.5], [1.0, -1.0, -0.7], [1.2, -0.8, 2.3], [2.0, 0.2, 0.0]], "energy_ha": -959.522503, "lumo_ev": [-5.9, -5.6], "total_charge": 1, "gap_ev": [6.2, 6.8], "homo_ev": [-12.063, -12.449], "relative_energy_kcal_mol": 55.9, "fmax_ev_per_a": 4.4}



{"formula": "C6H10IN4", "method": "the ωB97M-V functional and the def2-TZVPD basis", "elements": ["C", "C", "C", "C", "C", "C", "N", "N", "N", "N", "I", "H", "H", "H", "H", "H", "H", "H", "H", "H", "H"], "xyz": [[0.7597, 2.6957, -0.4789], [0.4887, 1.3823, -0.1708], [-1.2667, 0.2147, 0.9022], [-0.0029, -0.6913, 0.9822], [0.8557, -0.1230, -0.2088], [0.3347, -0.7437, -1.6337], [-0.2696, 3.3902, -0.1680], [-1.1959, 2.6796, 0.4019], [-0.7361, 1.4494, 0.4157], [-0.2168, -2.1091, 0.7975], [2.9570, -0.7692, 0.0641], [1.5623, 3.0568, -0.8996], [-1.9856, -0.2198, 0.1276], [-1.8261, 0.4205, 1.6956], [0.6046, -0.4633, 1.7985], [0.9221, -1.6458, -1.9427], [0.3963, -0.0290, -2.4294], [-0.7055, -1.0918, -1.6250], [-0.3272, -2.3661, -0.1710], [-0.9340, -2.4011, 1.4664], [0.5853, -2.6359, 1.0764]], "forces_ev_per_angstrom": [[-1.0, -4.4, 0.6], [0.1, -2.1, 1.0], [0.4, -1.7, -4.3], [0.1, 2.9, -2.5], [-0.4, 0.0, -2.0], [1.0, -1.0, 1.2], [-2.9, 2.8, 1.2], [-0.8, 0.3, 0.2], [1.8, -0.4, -0.8], [-0.4, -0.5, 1.6], [-1.0, 0.5, 0.0], [4.0, 2.0, -2.2], [0.8, 0.4, 0.8], [-2.0, 0.3, 3.9], [0.5, -0.2, 1.9], [-0.2, 0.8, 0.3], [0.2, 0.5, -0.2], [-0.1, 0.4, 0.3], [-0.9, -0.1, -0.6], [-0.5, -0.4, -0.7], [1.3, -0.3, 0.4]], "energy_ha": -750.999278, "lumo_ev": -3.9, "total_charge": 1, "gap_ev": 9.2, "smiles": "C[C@@]1(I)c2cnnn2C[C@H]1[NH3+]", "homo_ev": -13.164, "relative_energy_kcal_mol": 0.0, "fmax_ev_per_a": 5.0}



{"formula": "C6H10N", "method": "the ωB97M-V functional and the def2-TZVPD basis", "elements": ["C", "C", "C", "C", "C", "C", "N", "H", "H", "H", "H", "H", "H", "H", "H", "H", "H"], "xyz": [[0.4690, 1.3484, -0.2214], [-0.7496, 0.4805, 0.0254], [1.2948, 0.0557, -0.2516], [0.0213, -0.6765, 0.0742], [-2.1288, 0.9688, 0.2385], [-0.3795, -2.0504, 0.2298], [2.6746, 0.0063, -0.3952], [0.4613, 1.9249, -1.1224], [0.5529, 2.1077, 0.6292], [-2.4702, 0.4208, 1.1900], [-2.6389, 0.8222, -0.7146], [-2.0089, 2.0842, 0.6300], [0.4278, -2.6260, 0.6801], [-0.5564, -2.5097, -0.6976], [-1.2061, -2.1974, 0.8745], [3.2108, 0.8238, -0.7030], [3.0258, -0.9833, -0.4659]], "forces_ev_per_angstrom": [[-0.3, 1.5, 1.1], [2.8, -0.3, -0.2], [1.0, 1.7, 0.9], [0.4, 1.7, -0.8], [1.4, 0.9, 2.9], [1.7, -1.2, 0.9], [-4.3, -2.6, 0.1], [0.1, 0.3, -0.8], [0.7, -1.1, -0.9], [-0.4, 0.4, -1.9], [-0.7, 0.2, 0.5], [-0.6, -2.1, -1.4], [0.1, -0.1, 0.1], [-0.5, -0.6, -1.4], [-1.0, 0.2, 0.5], [-0.4, -0.6, 0.2], [0.2, 1.8, 0.0]], "energy_ha": -289.051950, "lumo_ev": -4.9, "total_charge": 1, "gap_ev": 9.2, "smiles": "CC1=C(C)C(=[NH2+])C1", "homo_ev": -14.091, "relative_energy_kcal_mol": 19.5, "fmax_ev_per_a": 5.0}



{"formula": "C6H10N", "method": "the ωB97M-V functional and the def2-TZVPD basis", "elements": ["C", "C", "C", "C", "C", "C", "N", "H", "H", "H", "H", "H", "H", "H", "H", "H", "H"], "xyz": [[-1.3625, -0.9393, 0.7279], [-2.0565, 0.6073, -0.6390], [0.2771, 1.0116, 0.5072], [-1.1341, 0.5158, 0.5034], [-1.6582, -0.7626, -0.6253], [1.9343, -0.5769, -0.3751], [0.9319, 0.3605, -0.6641], [-0.5043, -1.4984, 1.0787], [-2.1601, -1.3219, 1.3603], [-3.1574, 0.7417, -0.4350], [-1.9066, 1.2897, -1.4447], [0.2592, 2.0496, 0.3962], [0.8604, 0.7242, 1.3903], [1.6628, -1.1788, 0.4697], [1.9745, -1.2298, -1.2536], [3.0806, -0.2001, -0.4829], [0.9835, 0.9342, -1.5528]], "forces_ev_per_angstrom": [[1.2, 0.1, 3.2], [-1.3, 2.5, 0.5], [1.0, -1.3, -1.3], [-0.5, -0.6, 1.0], [0.4, -1.6, -3.1], [3.4, -0.6, -2.8], [-2.5, 2.1, -0.4], [0.3, -0.3, -0.2], [-0.7, 0.2, -0.3], [0.8, -0.8, 0.2], [0.5, 0.3, -0.7], [0.2, 1.8, 0.0], [-0.6, 0.2, 0.0], [0.4, -0.1, 0.6], [-0.2, -0.5, 0.3], [-2.5, -0.3, 1.3], [0.1, -1.1, 1.7]], "energy_ha": -288.871254, "lumo_ev": [-6.4, -6.8], "total_charge": 1, "gap_ev": [7.1, 6.6], "homo_ev": [-13.526, -13.326], "relative_energy_kcal_mol": 132.9, "fmax_ev_per_a": 4.5}



{"formula": "C6H10N", "method": "the ωB97M-V functional and the def2-TZVPD basis", "elements": ["C", "C", "C", "C", "C", "C", "N", "H", "H", "H", "H", "H", "H", "H", "H", "H", "H"], "xyz": [[-0.7276, -1.0128, 1.1486], [-0.9100, 0.8323, -1.1407], [0.8778, 1.5256, -2.6198], [0.3269, 1.5095, -1.4051], [-2.1050, 0.7966, -1.6645], [0.5999, -1.9087, 2.8535], [0.3900, -1.0391, 1.7070], [-0.7869, 0.0460, -0.1283], [1.7707, 2.0945, -2.8212], [0.4401, 0.9985, -3.4487], [0.7891, 2.0301, -0.5751], [-2.3696, 1.4716, -2.4680], [-2.8897, 0.1446, -1.3223], [1.4638, -2.5450, 2.6745], [0.7843, -1.2970, 3.7373], [-0.2854, -2.5209, 3.0182], [1.2182, -0.4938, 1.4481]], "forces_ev_per_angstrom": [[-0.5, 1.1, -1.6], [2.8, -0.7, 1.9], [0.9, 0.3, -1.4], [-1.9, -0.4, 1.1], [-1.5, 0.1, -1.3], [0.5, -0.5, 1.1], [0.4, -0.5, 0.8], [-0.6, 0.8, -0.2], [0.2, 0.0, 0.0], [-0.1, -0.2, -0.1], [0.1, -0.2, 0.1], [-0.2, 0.4, 0.2], [0.0, -0.4, 0.0], [0.0, 0.0, 0.0], [0.0, -0.1, 0.0], [0.1, 0.1, -0.1], [-0.3, 0.1, -0.2]], "energy_ha": -288.849393, "lumo_ev": [-3.8, -8.1], "total_charge": 1, "gap_ev": [8.2, 6.1], "homo_ev": [-11.919, -14.238], "relative_energy_kcal_mol": 100.1, "multiplicity": 3, "fmax_ev_per_a": 3.4}



{"formula": "C6H10N2", "method": "the ωB97M-V functional and the def2-TZVPD basis", "elements": ["C", "C", "C", "C", "C", "C", "H", "H", "H", "H", "H", "H", "H", "H", "H", "H", "N", "N"], "xyz": [[1.1495, 1.3534, -0.1142], [-0.9427, 0.2322, 0.4458], [-2.2037, -0.5040, -0.0109], [-0.8057, -0.5731, -0.5200], [1.2717, -1.0864, 0.6595], [1.4859, -0.1827, -0.4144], [1.3881, 2.1295, -1.0414], [1.5737, 1.4580, 0.9170], [-0.9875, 2.3077, -0.5189], [-0.5806, 0.1219, 1.3885], [-2.9816, 0.2486, -0.7145], [-2.5990, -0.9701, 0.9431], [-0.7487, -0.2558, -1.4897], [1.8948, -1.9923, 0.8407], [1.0493, -0.5966, 1.7816], [2.1943, -0.1215, -1.1388], [-0.3866, 1.5742, 0.3025], [0.3962, -1.2551, -0.4799]], "forces_ev_per_angstrom": [[-2.6, 0.1, -0.2], [-3.1, 10.1, 4.1], [-2.7, 2.4, 1.0], [0.9, -6.1, -5.4], [1.1, -1.7, 4.4], [-2.6, 2.5, 0.3], [-0.1, -2.2, 2.9], [0.6, 1.0, -1.4], [2.4, -3.2, 2.9], [0.2, -2.1, 2.6], [2.3, -2.8, 2.1], [0.1, 0.1, -1.8], [-0.9, 1.8, -2.4], [-0.3, 0.9, -0.3], [0.1, -1.3, -3.1], [2.3, -1.1, -1.9], [-1.2, 4.2, -3.8], [3.5, -2.4, 0.1]], "energy_ha": -343.800778, "lumo_ev": 1.0, "total_charge": 0, "gap_ev": 9.0, "smiles": "C1N[C@H]2C[C@@H]2N2C[C@H]12", "homo_ev": -8.034, "relative_energy_kcal_mol": 210.8, "fmax_ev_per_a": 11.4}



{"formula": "C6H10N2", "method": "the ωB97M-V functional and the def2-TZVPD basis", "elements": ["C", "C", "C", "C", "C", "C", "H", "H", "H", "H", "H", "H", "H", "H", "H", "H", "N", "N"], "xyz": [[-1.0042, -0.5356, -0.0975], [-0.3449, 0.3794, 0.8607], [-0.2616, 0.5263, -0.9527], [1.3569, 0.3104, -0.5775], [1.8186, -1.0711, -0.1289], [1.1554, 0.0446, 0.6905], [-2.9609, -1.6746, 0.3452], [-2.7417, 0.2107, 0.5577], [-0.8896, -1.4321, -0.7189], [-0.6343, 0.5183, 1.7910], [0.0906, 2.2747, 0.0173], [-0.7320, 0.7460, -1.8462], [2.0276, 1.1769, -1.0207], [2.9943, -0.9066, 0.2503], [1.3561, -1.9966, -0.4278], [1.8398, 0.5431, 1.4031], [-2.4050, -0.6670, -0.1237], [-0.6651, 1.5532, -0.0221]], "forces_ev_per_angstrom": [[0.2, -1.7, -2.8], [2.2, -1.0, 0.4], [0.1, 0.1, -2.0], [0.0, 2.6, -10.0], [2.8, 2.8, 1.5], [-0.3, 0.2, 8.2], [3.0, 4.0, -1.6], [0.2, -3.1, -2.4], [2.3, -1.1, 1.5], [-1.6, 0.1, 4.8], [-0.9, -0.4, 0.3], [0.2, 0.0, -2.9], [-1.2, -2.1, 0.8], [-3.2, -1.5, -1.5], [0.2, 0.0, 0.1], [-0.6, -0.6, 0.1], [-5.5, 1.7, 4.0], [2.0, -0.1, 1.5]], "energy_ha": -343.850231, "lumo_ev": 1.0, "total_charge": 0, "gap_ev": 9.5, "homo_ev": -8.481, "relative_energy_kcal_mol": 179.8, "fmax_ev_per_a": 10.3}



{"formula": "C6H10N2", "method": "the ωB97M-V functional and the def2-TZVPD basis", "elements": ["C", "C", "C", "C", "N", "C", "C", "N", "H", "H", "H", "H", "H", "H", "H", "H", "H", "H"], "xyz": [[1.6830, 1.1696, 0.2038], [0.6526, 0.8919, -0.9217], [-0.5068, 0.0686, -0.4045], [-1.7018, 0.5380, 0.0501], [-2.4606, -0.5396, 0.4484], [-1.7421, -1.6701, 0.2574], [-0.5165, -1.3445, -0.2539], [2.3831, -0.0029, 0.7062], [2.3826, 1.8603, -0.1710], [1.1725, 1.6094, 1.0555], [1.1534, 0.2418, -1.6365], [0.2866, 1.8301, -1.3343], [-2.0993, 1.5329, -0.0009], [-3.3871, -0.5092, 0.8205], [-2.1562, -2.6123, 0.5874], [0.2454, -1.9815, -0.5930], [1.7659, -0.5966, 1.2364], [2.8452, -0.4859, -0.0499]], "forces_ev_per_angstrom": [[-1.1, -1.0, 0.2], [-0.3, -0.9, 1.2], [0.6, 0.4, -0.2], [-0.4, 0.0, -0.1], [0.3, 0.6, -0.1], [-0.1, -1.0, 0.5], [-0.9, 0.9, 0.0], [0.2, 0.7, 0.0], [1.1, 1.0, -0.4], [-0.1, 0.3, 0.1], [0.1, 0.5, -0.6], [0.2, 0.0, -0.3], [-0.1, 0.2, 0.2], [-0.1, 0.1, 0.1], [0.1, 0.0, -0.2], [0.8, -0.9, -0.1], [0.0, -0.3, -0.2], [-0.1, -0.4, 0.1]], "energy_ha": -344.123381, "lumo_ev": 1.0, "total_charge": 0, "gap_ev": 9.1, "smiles": "NCCc1cc[nH]c1", "homo_ev": -8.159, "relative_energy_kcal_mol": 8.4, "fmax_ev_per_a": 1.5}



{"formula": "C6H10N2", "method": "the ωB97M-V functional and the def2-TZVPD basis", "elements": ["C", "C", "C", "C", "C", "C", "H", "H", "H", "H", "H", "H", "H", "H", "H", "H", "N", "N"], "xyz": [[-1.1312, -0.9597, -0.3504], [-1.1649, 0.3773, 0.3537], [-0.4041, -0.4256, 1.4739], [1.1352, -0.3559, -0.1792], [1.1291, 1.1546, 0.3056], [0.4645, 0.2396, -1.4113], [-1.3282, -1.2500, -1.4120], [-1.9572, -1.6535, 0.0602], [-2.4186, 0.6420, 0.4198], [-0.9854, -0.7924, 2.2235], [0.5146, 0.1998, 1.7884], [2.1938, -0.7783, -0.1535], [1.2984, 1.5583, 1.3733], [1.9034, 1.9211, -0.1934], [1.2685, 0.4101, -2.4680], [-0.4395, -0.0632, -1.7810], [0.1040, -1.3899, 0.4246], [-0.1825, 1.1659, -0.4741]], "forces_ev_per_angstrom": [[-3.7, -5.2, 1.8], [-2.9, -1.4, -1.6], [2.6, 2.7, -1.6], [3.4, -1.4, -0.7], [1.3, 2.2, -0.3], [3.4, 1.0, -2.4], [0.6, 0.5, 0.9], [0.9, 1.1, 0.2], [3.9, 0.5, 0.2], [-1.6, -1.3, 2.0], [-2.4, -1.8, 1.0], [-1.4, -0.1, -0.5], [-1.0, -0.9, -1.4], [-1.6, -2.2, 0.2], [-2.4, 0.7, 3.5], [-0.3, -1.9, -2.3], [0.3, 3.1, -0.8], [0.8, 4.3, 1.8]], "energy_ha": -343.808380, "lumo_ev": 1.0, "total_charge": 0, "gap_ev": 9.2, "homo_ev": -8.197, "relative_energy_kcal_mol": 206.0, "fmax_ev_per_a": 6.6}